ORCA calculation (ωB97M-V/def2-TZVPD) on a cluster of 2 separate species, C9H14 in total at a distorted geometry.

Each atom is followed by the atoms it is bonded to, with distances in Å.
CARTESIAN COORDINATES (ANGSTROEM)
1 C 0.480 -0.575 1.859  C8 1.429, C9 1.375, H17 0.979
2 C -2.011 0.128 1.246  C4 1.330, C5 1.417, H11 1.113
3 C 2.158 0.951 -3.659  C6 1.643, H10 1.149, H16 1.127, H18 1.011
4 C -1.532 0.551 2.412  C2 1.330, C9 1.411, H12 1.120
5 C -1.282 -0.637 0.301  C2 1.417, C7 1.516, C8 1.354
6 C 3.171 0.852 -2.369  C3 1.643, H13 1.003, H14 1.094, H22 1.129
7 C -1.944 -0.902 -1.037  C5 1.516, H15 1.202, H21 1.142, H23 1.141
8 C 0.000 -0.976 0.574  C1 1.429, C5 1.354, H20 1.150
9 C -0.229 0.155 2.784  C1 1.375, C4 1.411, H19 1.104
10 H 2.843 1.306 -4.510  C3 1.149
11 H -3.025 0.430 0.900  C2 1.113
12 H -2.143 1.242 3.048  C4 1.120
13 H 3.227 -0.098 -2.049  C6 1.003
14 H 2.688 1.455 -1.595  C6 1.094
15 H -1.177 -0.825 -1.959  C7 1.202
16 H 1.682 -0.064 -3.767  C3 1.127
17 H 1.365 -0.968 1.999  C1 0.979
18 H 1.554 1.751 -3.526  C3 1.011
19 H 0.211 0.547 3.717  C9 1.104
20 H 0.733 -1.422 -0.192  C8 1.150
21 H -2.552 0.028 -1.299  C7 1.142
22 H 4.200 1.229 -2.643  C6 1.129
23 H -2.465 -1.888 -0.795  C7 1.141

LUMO level = 0.03420 Ha
molar mass = 122.21 g/mol
frontier orbital gap = 10.0 eV
relative energy (zero: lowest compared OMol25 entry of this formula, charge and spin) = 2.190 eV
structure (SMILES) = Cc1ccccc1.CC

Quick look at the Löwdin charges, all values in e: number 1, C, carries -0.086; number 2, C, carries -0.095; number 3, C, carries -0.127; number 4, C, carries -0.112; number 5, C, carries -0.334; number 6, C, carries -0.132; number 7, C, carries -0.073; number 8, C, carries -0.048; number 9, C, carries -0.079; number 10, H, carries 0.076; number 11, H, carries 0.120; number 12, H, carries 0.121; number 13, H, carries -0.011; number 14, H, carries 0.053; number 15, H, carries 0.112; number 16, H, carries 0.071; number 17, H, carries 0.041; number 18, H, carries -0.007; number 19, H, carries 0.109; number 20, H, carries 0.139; number 21, H, carries 0.083; number 22, H, carries 0.074; number 23, H, carries 0.103